Computed, not measured: C22H16IrN4O5S4 as an isolated structure in a non-equilibrium geometry, with ωB97M-V/def2-TZVPD.

The value obtained for the LUMO energy (alpha / beta) is -1.5 / -3.3 eV. As for the net charge: 0. As for the spin multiplicity: 2. As for the energy above the lowest of the compared OMol25 structures with the same formula, charge and spin: 0.0 kcal per mole.

Each line ends with the natural charge from an NBO analysis.
Atoms and positions in Å:
Ir (-0.54700, -0.04175, 0.17174)  0.900
S (-0.17640, 2.27136, 0.87214)  0.253
C (-0.47933, 2.19010, 2.54317)  -0.299
C (-0.37081, 3.42521, 3.24276)  0.225
N (-0.29500, 4.44247, 3.77288)  -0.233
C (-0.82887, 1.03530, 3.22576)  -0.298
S (-1.07252, -0.48703, 2.50928)  0.259
C (-0.99468, 1.08506, 4.63994)  0.225
N (-1.10316, 1.10077, 5.78405)  -0.228
O (0.34227, -2.74427, -3.03158)  -0.646
C (-0.21429, -1.96188, -2.28682)  0.701
O (-0.77145, -1.98410, -1.15954)  -0.766
C (-0.26619, -0.34400, -2.80976)  0.710
O (-0.89129, -0.14212, -3.84570)  -0.676
O (0.27818, 0.38141, -1.93447)  -0.754
O (1.45757, -1.04455, 0.51835)  -0.993
S (1.92051, -2.30806, -0.17147)  1.311
C (3.32258, -2.82006, 0.84747)  -0.137
C (3.63055, -2.11042, 1.99270)  -0.245
C (4.66574, -2.55801, 2.80086)  -0.197
C (5.37772, -3.69328, 2.44597)  -0.203
C (5.06424, -4.38994, 1.28618)  -0.186
C (4.03126, -3.95119, 0.47490)  -0.243
C (0.89009, -3.64739, 0.47137)  -0.248
C (0.40747, -3.58238, 1.76544)  -0.232
C (-0.36471, -4.62601, 2.24955)  -0.192
C (-0.63122, -5.72126, 1.43984)  -0.198
C (-0.14101, -5.77237, 0.14314)  -0.213
C (0.62292, -4.72637, -0.35196)  -0.145
H (3.06801, -1.21846, 2.23281)  0.243
H (4.91327, -2.01946, 3.70517)  0.221
H (6.19266, -4.03031, 3.07193)  0.219
H (5.62523, -5.27575, 1.02190)  0.221
H (3.77376, -4.47883, -0.43512)  0.229
H (0.62643, -2.71963, 2.38111)  0.227
H (-0.75625, -4.57927, 3.25675)  0.218
H (-1.24405, -6.52908, 1.81653)  0.217
H (-0.36251, -6.62214, -0.48747)  0.221
H (0.98376, -4.73705, -1.37243)  0.242
C (-3.65320, 3.59476, -0.08078)  -0.413
N (-3.09765, 3.10027, -1.32280)  -0.320
C (-2.80408, 3.86540, -2.42625)  -0.067
C (-2.25530, 3.04658, -3.35378)  -0.044
N (-2.22576, 1.79259, -2.81009)  -0.474
C (-2.72025, 1.82482, -1.56209)  0.233
S (-2.92410, 0.50142, -0.50070)  -0.056
H (-4.36125, 4.39456, -0.28473)  0.221
H (-2.85711, 3.97680, 0.55936)  0.220
H (-4.15724, 2.78437, 0.43796)  0.245
H (-3.00633, 4.92003, -2.45526)  0.233
H (-1.88253, 3.24527, -4.34103)  0.246
H (-1.81981, 0.96300, -3.27759)  0.467

Cartesian forces, eV/Å:
0.072 0.021 -2.081
-0.267 -2.337 -0.066
0.046 -0.019 -0.642
0.010 0.355 0.236
0.003 -0.026 -0.018
-0.066 -0.465 -0.378
0.256 0.645 -1.828
-0.007 -0.003 0.408
-0.039 0.003 -0.037
-0.529 -1.131 1.093
0.700 4.680 -3.242
-0.409 -0.768 3.112
-0.288 -5.774 0.931
0.384 1.376 -0.265
-0.610 2.383 1.719
-0.817 1.391 0.616
-0.038 -1.186 0.214
0.022 0.380 -0.083
-0.047 0.106 -0.033
0.009 -0.051 -0.062
0.068 0.022 0.084
-0.023 0.030 0.014
-0.007 0.022 -0.113
-0.039 0.043 -0.249
0.016 0.102 0.035
0.031 0.087 -0.025
-0.104 -0.032 -0.032
0.043 -0.013 0.103
0.115 0.000 -0.114
-0.013 -0.008 0.033
0.023 0.024 0.005
-0.002 -0.043 0.022
-0.001 -0.001 -0.053
0.010 -0.057 0.002
0.056 -0.019 0.045
-0.007 -0.020 0.019
0.014 -0.035 0.011
-0.009 0.000 -0.030
-0.069 0.069 -0.050
-0.010 0.142 0.338
0.161 -0.205 -0.180
-0.033 0.242 -0.041
-0.001 -0.178 0.162
-0.767 0.940 0.758
0.169 0.480 -0.772
1.646 -0.800 0.991
0.010 -0.036 -0.087
-0.011 0.001 -0.019
0.009 -0.002 -0.053
-0.037 0.027 0.014
0.000 0.015 -0.026
0.378 -0.377 -0.391

=====

Computed, not measured: one molecule with the formula CH4FIP2 in a non-equilibrium geometry, with ωB97M-V/def2-TZVPD.

As for the structure (SMILES): C[P@@H](I)=PF. The value obtained for the LUMO energy is -0.8 eV. As for the net charge: 0. As for the spin multiplicity: 1. As for the energy above the lowest of the compared OMol25 structures with the same formula, charge and spin: 39.7 kcal per mole.

Each line ends with the natural charge from an NBO analysis.
Atoms and positions in Å:
C (0.72202, -0.91523, 0.39891)  -0.890
P (-0.48953, 0.21504, -0.48671)  0.508
I (-2.68868, -0.95287, 0.28468)  -0.268
P (-0.37539, 2.37223, -0.47918)  0.464
F (0.62715, 2.79827, 0.74947)  -0.588
H (0.91547, -1.53415, -0.42742)  0.237
H (0.24476, -1.54404, 1.15267)  0.274
H (1.63462, -0.33849, 0.59634)  0.261
H (-0.59042, -0.10075, -1.78875)  0.003

Cartesian forces, eV/Å:
-0.625 1.436 -0.799
-0.264 1.253 2.851
0.420 0.139 -0.208
0.539 -0.823 -0.166
-0.481 -0.568 -0.114
0.709 -1.281 -1.015
0.227 0.686 0.205
-0.403 -0.331 0.527
-0.122 -0.510 -1.281

=====

Computed, not measured: C16H24CsN5O8P2S2 as an isolated structure in a non-equilibrium geometry, with ωB97M-V/def2-TZVPD.

The value obtained for the LUMO energy is 3.8 eV. As for the net charge: -2. As for the spin multiplicity: 1. As for the energy above the lowest of the compared OMol25 structures with the same formula, charge and spin: 56.5 kcal per mole.

Each line ends with the Mulliken charge.
Atoms and positions in Å:
Cs (1.04960, -0.16470, -0.57950)  1.340
O (2.94150, 1.27850, 2.02490)  -0.409
P (3.72710, 1.63330, 0.65420)  0.890
O (5.12730, 2.00540, 0.92800)  -0.813
O (3.37690, 0.61180, -0.38070)  -0.789
O (2.91480, 3.04770, 0.23470)  -0.278
P (1.33000, 2.99340, -0.04760)  0.613
O (0.90800, 4.37190, 0.75590)  -0.574
O (1.01980, 3.15140, -1.48600)  -0.712
O (0.66950, 1.86220, 0.70330)  -0.740
H (2.05040, 1.34630, 1.63930)  0.277
H (1.42400, 5.05200, 0.32700)  0.271
C (-5.16070, -3.22250, 2.48880)  -0.938
C (-4.31570, -1.95160, 2.56750)  -1.102
N (-3.11790, -2.03440, 1.76840)  0.522
C (-1.87910, -2.28080, 2.46420)  -0.503
C (-1.65600, -3.75210, 2.80650)  -1.144
C (-3.12650, -1.64130, 0.46080)  0.202
S (-4.58270, -1.16230, -0.22630)  -0.500
N (-1.98730, -1.57100, -0.20880)  -0.437
C (-1.20610, -2.48080, -0.72450)  0.355
O (-0.08520, -2.25230, -1.20710)  -0.932
C (-1.73760, -3.89040, -0.73590)  0.387
C (-3.06390, -4.14330, -1.06350)  -0.255
C (-3.56320, -5.43040, -0.99780)  -0.740
C (-2.74450, -6.47120, -0.59500)  -0.419
C (-1.41530, -6.22880, -0.28960)  -0.371
C (-0.90780, -4.94410, -0.37180)  -0.527
H (-6.03160, -3.13800, 3.13540)  0.407
H (-4.58960, -4.09560, 2.79510)  0.223
H (-5.49180, -3.37460, 1.46580)  0.230
H (-4.02340, -1.76090, 3.60370)  0.354
H (-4.91430, -1.11290, 2.20120)  0.580
H (-1.88150, -1.68880, 3.38660)  0.323
H (-1.05810, -1.92890, 1.83890)  0.256
H (-2.40040, -4.10350, 3.51810)  0.344
H (-0.66850, -3.86960, 3.24700)  0.349
H (-1.72020, -4.35680, 1.90600)  0.164
H (-3.70460, -3.32560, -1.35220)  0.598
H (-4.60120, -5.61990, -1.24140)  0.403
H (-3.13860, -7.47680, -0.52390)  0.367
H (-0.77730, -7.04100, 0.03500)  0.367
H (0.12410, -4.72890, -0.13330)  0.394
C (2.35880, -0.68520, 7.51530)  -1.097
C (1.02410, -1.24450, 7.01500)  -0.447
C (0.61440, -0.57290, 5.75620)  0.403
N (0.66970, -1.10090, 4.59360)  -0.680
N (0.33690, -0.29950, 3.59200)  0.076
C (0.00580, 0.89610, 3.94640)  0.411
N (-0.42090, 1.86860, 3.15270)  -0.352
S (0.07230, 1.10970, 5.73360)  -0.322
H (2.64860, -1.18340, 8.43920)  0.336
H (2.27300, 0.38400, 7.70310)  0.323
H (3.12840, -0.83930, 6.76250)  0.322
H (0.25540, -1.10160, 7.78030)  0.276
H (1.11800, -2.31220, 6.80620)  0.249
H (-0.09130, 1.83970, 2.16610)  0.247
H (-0.48440, 2.79680, 3.54100)  0.223

Cartesian forces, eV/Å:
-0.661 -1.442 -1.393
0.438 0.091 -0.470
1.321 0.422 -0.088
0.151 0.102 0.154
1.796 0.726 0.206
-0.275 -0.873 0.077
-0.162 1.936 -0.297
-0.177 -0.702 0.019
0.100 -0.238 0.057
-0.170 2.168 1.447
-0.915 -0.270 0.919
0.128 0.523 -0.081
0.147 0.087 0.049
-0.445 -0.181 0.107
0.206 0.269 -0.386
0.474 -0.229 0.220
-0.071 0.238 -0.016
-0.188 -0.115 0.473
-0.851 0.399 -0.657
0.333 0.532 0.051
-0.551 -0.379 -0.041
-0.726 -2.299 -0.799
0.116 -0.201 -0.025
0.051 0.010 -0.070
-0.110 -0.133 0.012
-0.061 -0.247 -0.021
0.158 -0.070 0.079
-0.022 0.094 -0.142
-0.182 0.018 0.088
0.079 -0.099 0.059
-0.056 0.026 -0.123
0.075 0.003 -0.008
0.106 -0.053 0.154
0.104 -0.007 -0.152
-0.119 0.073 0.220
-0.075 -0.098 0.122
0.112 -0.050 0.085
-0.024 -0.094 0.039
-0.058 0.089 -0.024
-0.030 0.003 -0.028
-0.033 -0.065 0.010
0.035 -0.051 -0.015
0.090 0.001 0.001
-0.200 -0.146 0.055
0.157 0.032 0.119
-0.335 0.514 0.332
0.493 -0.972 0.934
-0.235 0.571 -1.594
-0.053 -0.019 1.621
-0.238 0.740 -0.596
0.196 -0.582 -0.819
0.132 0.006 0.085
0.066 0.051 0.031
0.088 0.015 -0.008
0.003 -0.097 -0.007
-0.074 0.047 -0.001
-0.151 0.082 0.097
0.091 -0.157 -0.058